(1)
This record from the OMol25 dataset describes C10H27LuN3S2 as an isolated structure. The level of theory is the ωB97M-V functional and the def2-TZVPD basis.

Structure (XYZ):
```
43
Properties=species:S:1:pos:R:3:forces:R:3
Lu 0.9589 -0.0115 -0.3628 -1.53 -0.23 1.05
S -0.0536 -2.5099 -0.5446 0.61 -0.50 -0.50
S -0.0765 2.4910 -0.5553 0.70 0.55 -0.50
C 1.4713 -3.5564 -0.4111 0.70 0.26 0.07
C -0.3175 -2.4548 -2.3849 -0.72 0.26 0.22
C 0.3193 -1.2526 -3.0727 0.30 -0.33 -0.23
N -0.0654 -0.0034 -2.3737 -1.63 0.03 0.06
C 0.2782 1.2502 -3.0861 0.46 0.32 -0.19
C -0.3604 2.4474 -2.3923 -0.80 -0.37 0.23
H -1.4155 -2.4235 -2.5106 0.42 -0.07 0.08
H 0.0221 -3.4008 -2.7949 0.09 -0.07 -0.05
H 0.0264 -1.2077 -4.1308 -0.02 -0.12 0.20
H 1.4233 -1.3476 -3.0784 -0.27 0.13 0.06
H -0.0273 1.1931 -4.1382 -0.07 0.12 0.16
H 1.3794 1.3615 -3.1090 -0.23 -0.12 0.06
H -1.4606 2.4069 -2.5109 0.48 0.11 0.10
H -0.0257 3.3953 -2.7995 0.07 0.09 -0.07
C 1.4223 3.5873 -0.4310 0.54 -0.34 0.12
H -1.1065 -0.0156 -2.2009 1.07 -0.02 -0.56
H 2.1822 3.3284 -1.1931 -0.44 0.07 0.30
H 1.8649 3.4684 0.5776 -0.37 0.04 -0.48
H 1.1566 4.6390 -0.5579 -0.28 -0.22 0.00
H 1.8919 -3.4524 0.6107 -0.42 -0.05 -0.53
H 2.2470 -3.2494 -1.1443 -0.53 -0.13 0.36
H 1.2412 -4.6146 -0.5755 -0.24 0.30 0.03
C -3.3754 -0.0316 1.0284 0.95 0.03 -1.40
C -2.7996 -0.0351 2.2172 2.47 -0.05 -0.62
H -3.4423 -0.9820 0.4827 -0.79 0.47 0.19
H -3.4505 0.9188 0.4815 -0.78 -0.50 0.23
H -2.3353 -0.9939 2.5153 -0.83 0.63 0.75
H -2.3410 0.9188 2.5326 -0.82 -0.58 0.73
N 3.1535 0.0727 -0.5435 -1.10 0.47 -0.04
C 3.6400 -0.2509 0.8585 0.64 -0.86 0.72
C 2.8083 0.3667 2.0358 -1.08 1.50 0.03
N 1.2678 0.0424 1.9346 0.68 -1.18 0.77
H 3.3480 -0.5295 -1.3648 1.04 0.50 0.96
H 3.1150 1.0747 -0.8055 1.29 -0.53 0.11
H 3.5544 -1.3526 0.9917 0.26 0.56 -0.43
H 4.7239 0.0108 0.9772 -1.03 -0.13 -0.06
H 3.1758 0.0691 3.0475 -0.01 -0.07 -1.05
H 2.8652 1.4867 2.0239 0.05 -0.89 -0.05
H 1.1048 -0.8737 2.4215 0.28 0.75 -0.61
H 0.6404 0.6457 2.4957 0.86 0.17 -0.24
```
Positions in Å, forces in eV/Å.

Properties
Spin multiplicity: 1
Orbital gap in eV: 8.16
HOMO energy in eV: -18.23
Net charge: +3

Results of the natural (NBO) charge analysis, in e, for atoms 1 through 5: 1.9006 0.2009 0.1964 -0.7233 -0.5119


(2)
This record from the OMol25 dataset describes one molecule with the formula C3H3BrCl2O. The level of theory is the ωB97M-V functional and the def2-TZVPD basis.

Structure (XYZ):
```
10
Properties=species:S:1:pos:R:3:forces:R:3
C -1.5690 -0.5161 0.0976 -1.57 -0.38 0.77
O -0.3533 -0.5202 -0.6281 -0.44 0.30 -0.66
C 0.4306 0.5202 -0.5681 5.05 -0.87 4.01
Cl -0.0401 2.1201 -0.2675 -1.27 0.65 -0.51
C 1.8551 0.2881 0.3316 -4.49 -1.18 -3.79
Cl 3.0248 1.4420 0.0847 1.08 0.91 0.20
Br 2.4073 -1.5300 0.0658 0.25 0.10 0.40
H -1.3517 -0.2728 1.1627 -0.42 0.51 -0.84
H -1.9763 -1.5201 0.1384 0.62 -0.56 -0.21
H -2.4273 -0.0113 -0.4172 1.18 0.53 0.63
```
Positions in Å, forces in eV/Å.

Properties
Spin multiplicity: 1
Orbital gap (alpha / beta) in eV: 8.09 / 7.65
SMILES string: CO/C(Cl)=C(/Cl)Br
HOMO energy (alpha / beta) in eV: -8.45 / -8.32
Net charge: 0
Energy relative to the best compared isomer or geometry (same formula, charge and spin) in kJ/mol: 348.32

Results of the natural (NBO) charge analysis, in e, for atoms 1 through 5: -0.2837 -0.4832 0.2702 0.0362 -0.2908


(3)
This record from the OMol25 dataset describes C28H30FeN3OPS as an isolated structure. The level of theory is the ωB97M-V functional and the def2-TZVPD basis.

Structure (XYZ):
```
65
Properties=species:S:1:pos:R:3:forces:R:3
Fe 1.7606 6.0043 18.5329 2.30 0.40 -0.54
N 4.3896 4.2717 21.7355 0.28 0.64 -0.01
C 4.5227 5.6055 21.4316 -0.20 2.45 1.53
O 4.4037 6.4814 22.3323 0.25 -2.20 -1.75
C 4.6569 6.0372 19.9743 0.95 0.37 0.79
C 3.5968 5.3317 19.1717 -0.92 0.38 -1.54
H 4.4996 4.1204 22.7110 -0.10 -0.15 0.83
H 4.8693 3.5860 21.1902 0.03 -0.13 -0.64
H 5.7187 5.8789 19.6051 -1.01 -0.24 0.45
H 4.5791 7.1509 20.0418 -0.17 -0.83 -0.23
H 3.1896 4.4065 19.5894 0.67 -0.23 0.10
H 3.9161 5.1624 18.1271 0.19 -0.34 0.29
C -0.1979 7.7767 23.6406 -0.22 0.61 -0.57
C -1.3825 7.2928 23.1089 -0.68 -0.18 0.52
C -1.3639 6.5774 21.9293 0.28 -0.28 -0.13
C -0.1389 6.4806 21.2241 -1.46 -0.26 -0.01
C 1.0454 6.9947 21.7518 -0.41 0.42 -1.17
C 1.0005 7.6323 22.9567 0.37 0.70 1.74
P -0.1360 5.6893 19.6034 -0.07 -1.84 1.10
C -0.5069 3.9004 19.9536 0.35 1.43 0.42
C -0.8918 3.0893 18.8967 -0.23 -0.34 0.11
C -1.1994 1.7602 19.1413 0.23 0.77 -0.17
C -0.9409 1.2584 20.4034 -0.35 -1.09 -0.64
C -0.4851 2.0257 21.4293 0.75 0.83 1.18
C -0.2552 3.3949 21.2368 -1.02 -1.04 -1.12
C -1.2652 6.3723 18.4113 -0.86 1.88 -0.65
C -2.6489 6.4331 18.5444 1.44 -0.56 0.29
C -3.4099 7.1798 17.6201 0.46 -0.31 0.14
C -2.8058 7.8556 16.6044 -0.21 0.36 -0.81
C -1.3895 7.8452 16.4222 -0.78 0.26 -0.40
C -0.7787 8.4827 15.3068 -1.20 0.77 0.22
C 0.5820 8.5722 15.2408 -0.43 0.74 -1.15
C 1.3840 7.9767 16.2082 0.31 -0.41 0.56
C 0.8341 7.1983 17.2166 0.13 0.48 0.05
C -0.5917 7.1797 17.3607 0.01 -1.35 0.34
H -0.2599 8.4535 24.4716 0.18 -0.12 0.56
H -2.3396 7.4688 23.6274 0.59 -0.14 -0.24
H -2.3079 6.0932 21.6037 0.88 0.44 -0.14
H 1.9378 7.1282 21.1462 0.04 -0.66 0.08
H 1.8936 8.0813 23.4113 -0.27 -0.28 -0.47
H -0.9344 3.4731 17.8873 -0.31 0.22 -0.04
H -1.6504 1.1926 18.3445 0.22 -0.44 -0.03
H -1.0356 0.2077 20.5845 -0.37 -0.48 0.03
H -0.3041 1.5247 22.3925 0.00 0.52 -0.42
H 0.0234 4.0413 22.0308 0.31 0.38 0.56
H -3.0836 5.8724 19.3875 -0.13 0.38 -0.64
H -4.4668 7.1590 17.7071 -0.82 0.17 0.06
H -3.4268 8.4127 15.8689 0.49 -0.44 0.59
H -1.4689 9.0265 14.6092 0.92 -0.66 0.49
H 1.0141 9.1313 14.4036 0.02 -0.20 0.35
H 2.4662 8.1553 16.1413 -0.41 -0.40 0.05
C 4.9530 6.2331 11.9745 0.01 -0.59 -0.43
N 4.4872 5.3400 13.0233 -0.20 0.63 1.77
C 3.3753 4.5596 13.0710 0.31 -0.57 -0.65
S 2.6758 4.0499 14.5098 0.05 0.49 -0.31
N 2.9316 4.1142 11.8580 -1.38 -0.77 0.02
C 3.7454 3.6379 10.7218 -1.02 0.64 -0.14
H 5.2331 7.1513 12.4391 0.11 0.76 0.34
H 4.2110 6.4733 11.2054 0.06 -0.34 0.20
H 5.8702 5.8326 11.5411 -0.15 -0.02 -0.39
H 4.6836 5.7143 13.9642 -0.04 -0.64 -0.78
H 1.9813 3.7081 11.8886 1.21 0.29 0.32
H 3.7961 4.4997 10.0410 0.63 -0.58 -0.22
H 3.1410 2.8465 10.2080 0.81 0.55 0.51
H 4.7352 3.2696 11.0342 -0.44 0.16 -0.16
```
Positions in Å, forces in eV/Å.

Properties
Spin multiplicity: 5
Orbital gap (alpha / beta) in eV: 7.28 / 8.06
HOMO energy (alpha / beta) in eV: -6.95 / -7.73
Net charge: 0
Expectation value of S²: 6.02

Results of the natural (NBO) charge analysis, in e, for atoms 1 through 5: 1.2149 -0.8240 0.6900 -0.6514 -0.5041


(4)
This record from the OMol25 dataset describes C18H19I2N4OPdSe as an isolated structure. The level of theory is the ωB97M-V functional and the def2-TZVPD basis.

Structure (XYZ):
```
46
Properties=species:S:1:pos:R:3:forces:R:3
Pd 0.8694 1.1323 -0.1282 -0.06 -0.02 0.07
I 2.0000 -0.7835 -7.1067 0.00 0.00 0.00
C 1.8677 0.2321 -5.2932 0.00 -0.01 -0.01
C 0.9660 1.2770 -5.1523 -0.01 0.02 0.00
C 0.8488 1.9195 -3.9296 0.03 -0.03 -0.01
I -0.5406 3.4467 -3.6868 -0.01 0.02 0.00
C 1.6328 1.5407 -2.8346 0.00 0.00 0.03
O 1.5209 2.1560 -1.6610 0.02 0.03 -0.05
C 2.5357 0.4769 -2.9986 0.00 0.00 -0.01
C 3.3004 0.0067 -1.7980 0.00 -0.01 0.00
N 2.3774 -0.5225 -0.7640 0.01 -0.04 -0.01
C 1.5644 -1.6505 -1.2258 0.01 0.00 0.01
C 0.2939 -1.2304 -1.9433 -0.02 0.01 -0.02
C -0.1724 -1.9368 -3.0398 0.00 0.01 0.01
C -1.3661 -1.5524 -3.6277 0.00 -0.01 -0.01
C -2.0681 -0.4823 -3.0963 -0.01 0.01 0.00
C -1.5381 0.1731 -2.0020 0.03 -0.01 0.01
N -0.3802 -0.1941 -1.4463 0.00 -0.01 0.00
C 2.6517 -0.1653 -4.2209 -0.01 0.01 0.01
H 0.3483 1.5842 -5.9849 0.00 0.00 0.00
H 3.8514 0.8316 -1.3443 0.00 0.00 0.00
H 4.0124 -0.7677 -2.1007 0.00 0.01 0.00
H 2.9106 -0.8097 0.0480 -0.01 0.02 0.01
H 1.2720 -2.2294 -0.3459 0.01 0.00 0.00
H 2.1354 -2.3139 -1.8823 -0.01 0.00 0.00
H 0.4041 -2.7625 -3.4355 0.00 0.00 0.00
H -1.7400 -2.0791 -4.4957 0.00 0.00 0.00
H -3.0002 -0.1465 -3.5271 0.00 0.00 0.00
H -2.0369 1.0245 -1.5595 -0.01 -0.01 0.00
H 3.3478 -0.9878 -4.3315 0.00 0.00 0.00
C 1.0642 3.2220 1.3977 -0.08 -0.03 0.00
N 0.9407 2.6901 2.7444 0.02 0.01 0.01
C 1.1944 3.4046 3.9029 -0.05 -0.01 0.01
C 0.9689 2.5710 4.9365 0.02 0.01 -0.01
N 0.5938 1.3525 4.4031 -0.01 0.02 0.00
C 0.2322 0.1633 5.1633 0.00 -0.01 0.00
C 0.5759 1.4344 3.0640 0.03 0.03 0.02
Se 0.0812 0.0482 1.9129 0.02 0.01 -0.07
H 0.9730 4.3055 1.4225 0.01 -0.01 0.00
H 0.1997 2.8837 0.7879 0.02 0.01 0.02
H 2.0310 2.9753 0.9560 0.05 0.00 0.01
H 1.5055 4.4334 3.8815 0.00 0.00 0.00
H 1.0416 2.7303 5.9970 0.00 -0.01 0.00
H 0.5411 0.3068 6.1943 0.00 0.00 0.00
H 0.7438 -0.7013 4.7457 0.00 0.00 0.00
H -0.8435 0.0020 5.1217 0.00 0.00 -0.01
```
Positions in Å, forces in eV/Å.

Properties
Spin multiplicity: 1
Orbital gap in eV: 6.39
HOMO energy in eV: -10.41
Net charge: +1

Results of the natural (NBO) charge analysis, in e, for atoms 1 through 5: 0.8603 0.1808 -0.1719 -0.2512 -0.2257


(5)
This record from the OMol25 dataset describes a 11-piece molecular cluster, C22H66O11S11 overall. The level of theory is the ωB97M-V functional and the def2-TZVPD basis.

Structure (XYZ):
```
110
Properties=species:S:1:pos:R:3:forces:R:3
C 8.0022 -1.0740 1.9158 -1.54 0.00 -0.52
S 6.4982 -0.2155 1.1946 -0.27 -1.11 -2.21
O 6.2254 -0.9621 -0.1725 0.58 1.45 2.96
C 5.1981 -0.8213 2.3496 1.67 -0.84 -0.32
H 7.6876 -2.1041 1.7486 0.48 -0.18 0.18
H 8.1461 -0.8503 2.9728 -0.07 0.08 -0.12
H 8.8665 -0.8161 1.3038 -0.21 0.06 0.07
H 4.2236 -0.6352 1.8982 0.20 0.23 0.26
H 5.3864 -0.4667 3.3629 -0.38 0.53 -0.20
H 5.3968 -1.8887 2.4451 -0.37 -0.11 -0.29
C -2.4882 5.9633 1.3894 -0.24 -1.01 -0.54
S -1.1512 5.0780 2.3202 -1.84 -0.37 1.11
O -1.9015 4.5792 3.5653 1.17 0.38 -1.65
C -0.9904 3.6767 1.1758 -0.31 -0.28 -0.56
H -2.2104 6.2586 0.3776 0.49 0.40 0.20
H -2.9892 6.7549 1.9465 0.67 0.05 0.19
H -3.2534 5.2101 1.2016 -0.07 -0.24 0.32
H -0.3570 2.8863 1.5786 0.25 0.37 0.36
H -0.5744 3.9843 0.2164 0.27 0.34 0.17
H -1.9386 3.2108 0.9075 -0.37 0.27 0.40
C 1.4246 5.6572 -1.6275 -0.44 -0.23 0.63
S 1.4764 3.7593 -1.6434 2.36 1.39 -0.30
O 1.5955 3.4067 -3.0743 -0.61 -0.27 -0.37
C 3.2618 3.5899 -1.0096 -0.49 0.47 0.71
H 1.9937 6.1183 -0.8204 0.40 -0.38 -0.03
H 0.4135 6.0092 -1.4226 -0.31 -0.39 -0.21
H 1.7155 6.0703 -2.5933 0.25 -0.49 -0.03
H 3.1897 3.2066 0.0082 0.02 -0.07 0.08
H 3.7903 4.5420 -0.9611 -0.38 0.20 -0.08
H 3.9205 2.9465 -1.5929 -0.76 -0.31 -0.38
C 1.4989 0.0737 -0.0478 0.44 -0.23 0.28
S 0.3274 -0.5305 -1.2777 0.01 0.88 -1.11
O 0.9954 -1.7129 -1.9218 -0.60 0.36 0.71
C -0.9784 -1.1327 -0.1718 -0.04 -0.36 0.42
H 1.3731 1.0570 0.4055 -0.98 -0.12 0.15
H 2.4681 0.2049 -0.5289 -0.02 -0.61 -0.38
H 1.5486 -0.7198 0.6979 0.29 0.21 0.19
H -0.6113 -2.1167 0.1199 -0.17 -0.05 0.34
H -1.9668 -1.2405 -0.6184 0.33 -0.15 -0.82
H -1.2038 -0.4950 0.6830 0.75 0.12 0.22
C 1.6565 -2.9403 3.0562 -0.23 0.59 0.33
S 3.1437 -3.6901 3.8018 1.60 1.51 -0.43
O 3.9923 -2.5551 4.3806 -0.97 -0.91 -0.77
C 2.3638 -4.3070 5.2514 -0.96 0.27 0.09
H 1.7989 -2.2348 2.2375 0.89 -0.67 -0.44
H 1.2231 -2.2386 3.7689 -0.27 -0.48 0.61
H 0.9620 -3.7233 2.7517 -0.03 0.05 0.11
H 3.1047 -4.4852 6.0309 0.00 -0.08 -0.31
H 1.7454 -5.1754 5.0243 0.04 -0.02 0.16
H 1.7522 -3.4356 5.4850 -0.22 -0.33 0.76
C -5.3404 0.4522 3.8140 0.29 0.98 0.12
S -3.9196 -0.3739 2.9532 1.33 0.60 -0.53
O -2.5893 -0.2631 3.7222 -2.37 0.16 -0.80
C -3.7850 0.9876 1.6280 -0.27 -0.03 1.32
H -5.2988 0.3236 4.8956 0.46 -0.03 -0.11
H -6.3630 0.2039 3.5298 0.33 -0.91 -0.55
H -5.2795 1.5045 3.5362 0.26 0.18 0.55
H -4.7734 1.3283 1.3194 -0.07 -0.52 -0.35
H -3.1067 0.7544 0.8072 -0.26 -0.36 0.14
H -3.3897 1.8418 2.1776 0.31 -0.08 0.20
C -5.4087 0.4438 -4.0626 0.81 -0.90 -1.83
S -5.7594 -1.0492 -3.1211 1.17 -0.48 0.76
O -4.7131 -2.1486 -3.3058 -1.16 1.75 -0.11
C -5.3347 -0.3021 -1.5358 -1.10 -0.78 0.37
H -5.1963 -0.0178 -5.0269 -0.04 0.06 -0.44
H -4.4717 0.9588 -3.8508 -0.25 0.12 0.63
H -6.2690 1.0806 -4.2686 -0.02 -0.03 0.65
H -6.0432 0.5014 -1.3345 0.24 0.30 -0.12
H -4.2847 -0.0276 -1.4344 -0.12 0.00 -0.26
H -5.6211 -1.0999 -0.8506 0.38 0.10 0.41
C -1.6508 -1.4484 -4.6874 0.64 0.52 -0.52
S -1.5618 -3.0159 -5.7592 -1.04 2.22 -0.23
O -2.2942 -2.5330 -7.0199 1.62 -0.96 1.35
C 0.2957 -3.0350 -5.9420 -0.48 1.06 -0.82
H -2.6079 -0.9272 -4.7109 -0.73 -1.36 0.28
H -1.1289 -0.6041 -5.1378 1.05 -0.50 -0.57
H -1.2382 -1.5388 -3.6826 -0.23 -0.45 -0.01
H 0.7954 -2.8144 -4.9987 -0.26 -0.44 0.20
H 0.5539 -2.2077 -6.6031 -0.17 0.20 -0.07
H 0.6627 -3.9212 -6.4597 -0.34 -0.26 0.44
C 2.8480 0.7553 4.4608 -0.03 0.32 1.52
S 1.5806 2.1031 4.1610 0.78 -1.83 -0.97
O 1.6694 2.2145 2.6567 -0.36 0.43 0.29
C 0.0467 1.1793 4.4902 0.09 -0.51 0.58
H 3.8484 1.1734 4.3485 -0.22 0.29 -0.80
H 2.7455 -0.2055 3.9563 -0.36 0.46 -0.62
H 2.9298 0.4594 5.5067 -0.67 0.17 0.42
H 0.1125 0.1215 4.2356 0.19 0.14 -0.54
H -0.8081 1.6324 3.9882 0.30 0.17 -0.12
H -0.1804 1.1563 5.5561 0.17 0.42 0.16
C 6.0893 0.2879 -3.5000 -1.05 -0.32 -1.89
S 5.2468 1.2227 -4.8946 -0.78 -1.27 -1.98
O 5.3126 0.5305 -6.2923 0.28 0.95 2.86
C 3.5327 0.8773 -4.2901 0.05 0.04 0.65
H 5.8345 0.9264 -2.6542 0.52 -0.40 0.21
H 7.1327 0.0922 -3.7476 0.00 0.62 0.28
H 5.5931 -0.6827 -3.5052 -0.06 0.04 0.54
H 3.5628 0.7099 -3.2135 0.15 0.20 0.16
H 3.0846 -0.0361 -4.6811 0.53 -0.03 -0.51
H 2.8449 1.7063 -4.4570 0.33 0.11 -0.23
C -6.4544 -4.4573 -1.1956 -0.44 -0.23 0.18
S -5.8861 -3.7107 0.3818 0.61 -2.50 0.16
O -5.8986 -4.8210 1.4202 -0.27 1.28 -0.89
C -4.1695 -3.5897 -0.1645 0.13 1.21 0.52
H -5.8179 -5.2739 -1.5365 0.47 0.34 0.14
H -6.5547 -3.6802 -1.9533 0.16 -0.05 -0.02
H -7.4152 -4.9505 -1.0481 -0.20 0.42 0.34
H -4.1735 -2.8016 -0.9175 0.21 -0.42 -0.55
H -3.6743 -4.5162 -0.4550 -0.51 -0.02 -0.19
H -3.6128 -3.1523 0.6643 -0.04 -0.15 0.30
```
Positions in Å, forces in eV/Å.

Properties
Spin multiplicity: 1
Orbital gap in eV: 8.06
HOMO energy in eV: -8.23
Net charge: 0
Energy relative to the best compared isomer or geometry (same formula, charge and spin) in kJ/mol: 470.95

Results of the Mulliken charge analysis, in e, for atoms 1 through 5: -0.9836 0.4669 -0.6026 -0.4766 0.2980


Strongest force on any atom list, top to bottom, in hartree/bohr: 0.050 0.127 0.056 0.002 0.065
Calculated total energy list, top to bottom, in eV: -70542.51249 -100290.55365 -90549.16837 -112004.17980 -165581.48847